Entry a
The following is a quantum chemistry calculation of a cluster of 8 separate species, H16O8 in total, from the OMol25 dataset.

highest occupied orbital energy: -10.4 eV
orbital gap: 10.8439 eV
SMILES: O.O.O.O.O.O.O.O

Structure (XYZ):
```
24
Properties=species:S:1:pos:R:3:mulliken_charge:R:1
O -0.25 0.44 -0.32 -0.6202
H 0.70 0.28 -0.31 0.2948
H -0.63 -0.41 -0.09 0.3455
O 4.24 -3.03 -1.49 -0.6383
H 4.17 -2.46 -0.72 0.3179
H 4.82 -2.53 -2.09 0.3204
O 2.38 1.91 1.51 -0.6086
H 1.68 1.41 1.95 0.3210
H 3.19 1.61 1.94 0.2975
O -3.16 0.05 -1.62 -0.6235
H -3.59 -0.51 -2.28 0.3180
H -3.88 0.58 -1.25 0.3199
O 2.51 3.48 -0.79 -0.5891
H 3.19 4.13 -0.58 0.2863
H 2.63 3.30 -1.72 0.3014
O -3.89 0.98 0.54 -0.7024
H -3.17 1.63 0.59 0.3613
H -4.65 1.50 0.26 0.3226
O -1.90 -1.83 -0.37 -0.6172
H -2.49 -1.53 -1.07 0.3098
H -2.34 -2.61 0.00 0.2912
O 0.18 -1.80 2.87 -0.6276
H 0.35 -2.71 3.14 0.3122
H -0.06 -1.87 1.94 0.3069
```

Entry b
The following is a quantum chemistry calculation of a cluster of 8 separate species, H16O8 in total, from the OMol25 dataset.

highest occupied orbital energy: -10.5 eV
orbital gap: 10.0152 eV
SMILES: O.O.O.O.O.O.O.O

Structure (XYZ):
```
24
Properties=species:S:1:pos:R:3:mulliken_charge:R:1
O 0.82 -0.77 -0.75 -0.7411
H 0.73 -0.38 0.13 0.4450
H -0.01 -1.21 -0.68 0.3256
O 0.21 -0.12 1.80 -0.7426
H 0.30 -1.03 2.10 0.3091
H 0.45 0.37 2.60 0.2891
O 2.92 0.72 0.58 -0.6484
H 3.17 0.25 1.40 0.3210
H 2.46 -0.01 0.11 0.3219
O 1.68 3.03 1.52 -0.6354
H 2.44 3.20 2.04 0.2900
H 1.76 2.15 1.17 0.3820
O -3.15 -1.71 -3.02 -0.6230
H -3.84 -1.30 -2.42 0.3283
H -2.40 -1.51 -2.46 0.3217
O 1.25 1.20 -2.37 -0.6328
H 2.07 1.15 -2.81 0.3040
H 1.12 0.31 -2.02 0.3649
O -2.35 0.71 1.28 -0.6483
H -1.46 0.36 1.47 0.4400
H -2.34 0.72 0.34 0.2986
O -1.64 -2.06 -0.22 -0.5918
H -2.38 -1.50 -0.37 0.2611
H -1.80 -2.55 0.59 0.2608
```

Entry c
The following is a quantum chemistry calculation of a cluster of 8 separate species, H16O8 in total, from the OMol25 dataset.

highest occupied orbital energy: -10.7 eV
orbital gap: 10.8517 eV
SMILES: O.O.O.O.O.O.O.O

Structure (XYZ):
```
24
Properties=species:S:1:pos:R:3:mulliken_charge:R:1
O -0.84 -0.71 -1.73 -0.6015
H -0.65 -1.62 -1.98 0.3104
H -0.07 -0.50 -1.21 0.2664
O 2.91 -0.89 -0.52 -0.6904
H 2.34 -1.68 -0.40 0.3604
H 2.97 -0.78 -1.51 0.3252
O -0.07 2.38 -1.04 -0.6849
H -0.49 3.10 -0.52 0.3042
H -0.80 1.71 -1.17 0.3809
O -2.92 -1.41 0.01 -0.6409
H -2.58 -0.97 -0.74 0.3304
H -3.83 -1.56 -0.29 0.3158
O -2.23 1.59 0.59 -0.7025
H -1.45 1.60 1.35 0.3568
H -2.57 0.59 0.66 0.3458
O 0.87 -2.42 0.33 -0.6882
H 0.53 -1.70 0.94 0.4187
H 1.07 -3.12 1.01 0.2926
O 0.07 -0.08 1.90 -0.6702
H 0.97 0.29 1.66 0.3597
H 0.20 -0.05 2.82 0.2632
O 2.20 1.77 0.42 -0.6795
H 1.64 1.84 -0.36 0.3545
H 2.75 0.97 0.14 0.3733
```

Entry d
The following is a quantum chemistry calculation of a cluster of 8 separate species, H16O8 in total, from the OMol25 dataset.

highest occupied orbital energy: -10.5 eV
orbital gap: 10.6923 eV
SMILES: O.O.O.O.O.O.O.O

Structure (XYZ):
```
24
Properties=species:S:1:pos:R:3:mulliken_charge:R:1
O 0.02 1.86 2.06 -0.6812
H 0.55 2.43 2.57 0.2651
H -0.72 2.41 1.76 0.3052
O 3.04 -0.66 -0.85 -0.6339
H 2.32 -0.14 -0.43 0.3548
H 3.70 -0.89 -0.15 0.2868
O -2.64 0.12 -0.52 -0.7845
H -1.97 -0.28 -0.04 0.3825
H -2.44 0.19 -1.46 0.3475
O -0.15 -0.58 0.57 -0.5752
H -0.30 -1.21 1.28 0.3002
H -0.31 0.27 1.01 0.3221
O -0.57 -4.08 0.88 -0.6053
H 0.35 -3.93 0.61 0.3155
H -0.62 -5.03 0.99 0.2903
O 0.16 -1.39 -2.08 -0.6314
H 0.23 -1.42 -1.07 0.3279
H 1.00 -1.40 -2.51 0.3096
O -1.57 2.63 -0.42 -0.6519
H -1.34 3.10 -1.26 0.3074
H -2.09 1.83 -0.60 0.4186
O 1.41 1.89 -0.33 -0.6087
H 0.82 2.56 -0.59 0.2303
H 1.11 1.70 0.57 0.4083
```

In terms of stability, entry c leads; the second structure lies 3.0 kcal/mol higher.

Entry a
The following is a quantum chemistry calculation of a cluster of 8 separate species, H16O8 in total, from the OMol25 dataset.

highest occupied orbital energy: -11.0 eV
orbital gap: 11.0014 eV
SMILES: O.O.O.O.O.O.O.O

Structure (XYZ):
```
24
Properties=species:S:1:pos:R:3:mulliken_charge:R:1
O -1.03 0.18 4.29 -0.6461
H -0.59 -0.55 4.72 0.3099
H -0.78 0.11 3.37 0.3279
O 4.10 -0.98 -0.31 -0.6309
H 4.70 -1.49 -0.85 0.3210
H 4.48 -0.10 -0.28 0.3183
O 0.17 -0.11 0.68 -0.6282
H -0.01 0.48 -0.05 0.3054
H 1.07 -0.40 0.54 0.3236
O -4.77 1.87 -0.14 -0.6360
H -4.92 2.78 0.14 0.3189
H -4.07 1.93 -0.78 0.3160
O -1.72 -4.36 -0.80 -0.6291
H -1.32 -3.54 -1.07 0.3106
H -1.63 -4.94 -1.56 0.3189
O -2.17 1.29 -3.32 -0.6323
H -2.08 2.02 -3.93 0.3164
H -2.71 0.65 -3.78 0.3183
O 4.69 -3.73 2.31 -0.6423
H 4.34 -2.95 1.88 0.3248
H 5.24 -3.39 3.01 0.3149
O -0.64 5.08 -1.13 -0.6285
H -0.14 4.32 -1.42 0.3077
H -0.21 5.83 -1.53 0.3210
```

Entry b
The following is a quantum chemistry calculation of a cluster of 8 separate species, H16O8 in total, from the OMol25 dataset.

highest occupied orbital energy: -10.5 eV
orbital gap: 10.2192 eV
SMILES: O.O.O.O.O.O.O.O

Structure (XYZ):
```
24
Properties=species:S:1:pos:R:3:mulliken_charge:R:1
O -14.05 23.11 10.35 -0.6231
H -14.25 23.73 11.06 0.3112
H -13.29 23.49 9.89 0.2806
O -14.43 20.29 11.49 -0.6359
H -14.20 20.57 12.39 0.3011
H -14.29 21.09 10.96 0.3467
O -15.95 23.06 13.07 -0.5782
H -16.23 22.28 12.56 0.2642
H -16.73 23.27 13.63 0.3505
O -17.92 23.18 15.01 -0.7126
H -18.36 23.88 15.50 0.3524
H -18.64 22.65 14.63 0.2887
O -18.72 24.41 11.29 -0.5902
H -19.02 24.59 12.19 0.2697
H -18.17 25.17 11.07 0.3278
O -15.98 23.16 17.30 -0.6129
H -16.42 22.95 18.13 0.3090
H -16.70 23.35 16.68 0.3110
O -14.95 25.68 13.04 -0.6524
H -15.36 24.79 13.15 0.4236
H -15.13 26.14 13.87 0.3049
O -17.09 21.88 10.87 -0.5948
H -17.44 21.20 10.28 0.2664
H -17.15 22.70 10.38 0.2923
```

Entry c
The following is a quantum chemistry calculation of a cluster of 8 separate species, H16O8 in total, from the OMol25 dataset.

highest occupied orbital energy: -11.0 eV
orbital gap: 10.9932 eV
SMILES: O.O.O.O.O.O.O.O

Structure (XYZ):
```
24
Properties=species:S:1:pos:R:3:mulliken_charge:R:1
O -0.04 -0.45 0.06 -0.6322
H 0.81 -0.87 -0.09 0.3349
H -0.23 0.00 -0.77 0.2808
O -4.72 1.56 0.43 -0.6571
H -4.00 0.99 0.14 0.3952
H -4.97 2.04 -0.37 0.3102
O 3.53 0.39 -1.59 -0.6052
H 3.88 -0.28 -2.18 0.2843
H 3.10 1.02 -2.18 0.3056
O 1.63 2.13 -0.88 -0.5351
H 2.09 2.77 -0.34 0.2980
H 0.78 2.02 -0.44 0.2847
O -3.19 -0.59 -0.32 -0.6640
H -4.12 -0.82 -0.29 0.3289
H -2.73 -1.43 -0.33 0.2886
O -0.12 -3.29 3.44 -0.6318
H -0.96 -2.86 3.63 0.3211
H -0.07 -3.31 2.48 0.3105
O 0.70 -1.88 -2.24 -0.6061
H -0.08 -2.27 -1.83 0.3136
H 0.78 -2.35 -3.08 0.2867
O 2.70 2.88 2.20 -0.6346
H 3.19 2.29 2.78 0.3166
H 2.05 2.31 1.78 0.3062
```

In terms of stability, entry b leads; the second structure lies 12.6 kcal/mol higher.

Entry a
The following is a quantum chemistry calculation of the ion C3H7N2S with charge +1, from the OMol25 dataset.

highest occupied orbital energy (spin up / spin down): -13.8 / -13.8 eV
net charge: +1
orbital gap (spin up / spin down): 6.8566 / 6.4863 eV

Structure (XYZ):
```
13
Properties=species:S:1:pos:R:3:mulliken_charge:R:1
C -0.10 0.72 0.04 0.5198
C -0.31 2.15 0.18 -1.0041
C -0.88 -1.55 -0.37 -0.6505
N 1.75 -1.13 0.26 -0.3055
N -0.86 -0.20 -0.08 -0.1434
S 1.87 0.39 0.37 0.2795
H -1.27 2.41 -0.34 0.3079
H -0.59 2.30 1.20 0.3295
H 0.62 2.71 -0.20 0.4086
H -1.73 -1.84 -1.08 0.3016
H 0.17 -2.00 -0.57 0.3029
H -1.16 -2.07 0.57 0.3270
H 2.49 -1.89 0.02 0.3266
```

Entry b
The following is a quantum chemistry calculation of a cluster of 2 separate species, C3H7N2S in total, from the OMol25 dataset.

highest occupied orbital energy: -13.6 eV
net charge: +1
orbital gap: 8.1059 eV

Structure (XYZ):
```
13
Properties=species:S:1:pos:R:3:mulliken_charge:R:1
C 0.95 -0.60 -0.79 -0.3131
C 2.01 -0.04 -0.20 0.2798
C -2.18 -0.45 -0.38 0.2049
N -1.14 0.30 -0.18 -0.4085
N 2.27 1.02 0.58 -0.3584
S -3.93 -0.17 -0.08 -0.0900
H 0.80 -1.27 -1.63 0.3888
H 2.98 -0.43 -0.59 0.3019
H -2.25 -1.36 -1.06 0.2498
H -0.95 1.04 0.38 0.1874
H 1.61 1.67 0.96 0.1712
H 3.11 1.42 0.94 0.2164
H -3.96 0.77 0.85 0.1699
```

Entry c
The following is a quantum chemistry calculation of a structure of composition C3H7N2S, from the OMol25 dataset.

highest occupied orbital energy: -14.5 eV
net charge: +1
orbital gap: 10.0170 eV

Structure (XYZ):
```
13
Properties=species:S:1:pos:R:3:mulliken_charge:R:1
C 0.13 0.86 1.99 0.0387
C -0.90 1.22 1.00 -0.3028
C 0.56 -0.24 -1.23 -0.4647
N 1.24 0.96 1.34 -0.3368
N -0.54 -0.43 -1.96 -0.5023
S 0.53 1.52 -0.14 0.2582
H -0.02 0.41 3.00 0.3430
H -1.48 2.10 1.32 0.3219
H 0.81 -0.87 -0.35 0.4148
H 1.32 0.05 -1.88 0.3873
H -1.50 -0.51 -1.54 0.3078
H -1.43 0.53 0.45 0.2257
H -0.84 0.20 -2.78 0.3092
```

Entry d
The following is a quantum chemistry calculation of a cluster of 2 separate species, C3H7N2S in total, from the OMol25 dataset.

highest occupied orbital energy: -13.4 eV
net charge: +1
orbital gap: 9.2823 eV

Structure (XYZ):
```
13
Properties=species:S:1:pos:R:3:mulliken_charge:R:1
C -0.90 -1.25 -0.32 -0.1000
C -0.44 0.96 -0.29 -0.3411
C 0.54 0.19 0.59 -0.2238
N -1.16 -0.13 -0.94 -0.0724
N -0.05 -1.11 0.67 -0.1473
S 2.24 0.02 -0.10 -0.1649
H -1.34 -2.20 -0.59 0.4065
H -1.14 1.57 0.29 0.2883
H 0.06 1.60 -1.02 0.3198
H 0.88 1.01 1.96 0.3815
H -1.77 0.00 -1.73 0.2076
H 0.38 -1.86 1.19 0.2666
H 2.68 1.21 0.29 0.1792
```

In terms of stability, entry d leads; the second structure lies 27.9 kcal/mol higher.